(1)
# C25H18F3NO3S3W

C25H18F3NO3S3W as an isolated structure (ωB97M-V/def2-TZVPD, OMol25).

Computed properties:
- highest occupied orbital energy (eV) = -14.54
- multiplicity = 1
- gap between HOMO and LUMO (eV) = 7.3
- LUMO energy (Eh) = -0.2652
- maximum force (eV Å⁻¹) = 0.1
- charge = +2
- energy relative to the best compared isomer or geometry (same formula, charge and spin) (eV) = 0.0000

Geometry (Å):
W  -0.039  -1.032  -0.155
F  2.240  -0.492  4.459
C  2.349  0.772  4.007
F  3.387  1.340  4.603
F  1.234  1.423  4.361
C  2.506  0.764  2.505
C  3.651  1.230  1.879
C  3.764  1.169  0.489
C  2.750  0.601  -0.241
N  1.647  0.128  0.371
C  1.509  0.228  1.711
S  -0.078  -0.474  2.075
H  4.459  1.629  2.476
H  4.648  1.540  -0.008
H  2.794  0.491  -1.316
O  4.973  -2.770  4.224
C  4.666  -2.081  3.129
O  5.172  -1.018  2.890
C  3.609  -2.624  2.206
C  3.781  -2.410  0.842
C  2.743  -2.673  -0.033
C  1.516  -3.111  0.475
S  0.093  -3.240  -0.611
C  1.379  -3.428  1.831
C  2.432  -3.189  2.692
H  4.620  -3.670  4.215
H  4.719  -2.007  0.485
H  2.859  -2.505  -1.096
H  0.435  -3.799  2.207
H  2.293  -3.365  3.752
O  -1.326  -0.051  -1.103
S  -2.345  1.217  -0.922
C  -3.910  0.476  -1.095
C  -4.549  0.208  0.118
C  -5.796  -0.391  0.093
C  -6.385  -0.702  -1.125
C  -5.742  -0.416  -2.328
C  -4.497  0.180  -2.325
C  -2.018  2.130  -2.381
C  -2.125  3.510  -2.237
C  -1.935  4.305  -3.357
C  -1.621  3.720  -4.575
C  -1.494  2.339  -4.693
C  -1.698  1.525  -3.594
H  -4.083  0.477  1.059
H  -6.312  -0.602  1.019
H  -7.364  -1.161  -1.142
H  -6.223  -0.649  -3.267
H  -4.006  0.430  -3.255
H  -2.355  3.954  -1.277
H  -2.021  5.379  -3.272
H  -1.466  4.346  -5.444
H  -1.240  1.897  -5.647
H  -1.600  0.451  -3.674



(2)
# C35H35MnN4O4S2Te

C35H35MnN4O4S2Te as an isolated structure (ωB97M-V/def2-TZVPD, OMol25).

Computed properties:
- highest occupied orbital energy (spin up / spin down) (eV) = -10.94 / -10.41
- multiplicity = 2
- gap between HOMO and LUMO (spin up / spin down) (eV) = 7.8 / 7.2
- LUMO energy (spin up / spin down) (Eh) = -0.1147 / -0.1162
- maximum force (eV Å⁻¹) = 1.0
- charge = +1
- energy relative to the best compared isomer or geometry (same formula, charge and spin) (eV) = 0.8500

Geometry (Å):
Mn  1.367  1.139  1.388
S  0.193  3.591  4.091
C  -0.168  3.658  2.341
C  -1.182  4.589  2.114
C  -1.526  4.916  0.821
C  -0.826  4.326  -0.219
C  0.140  3.396  0.090
N  0.456  3.019  1.350
H  -1.675  5.056  2.957
H  -2.315  5.632  0.630
H  -1.020  4.571  -1.254
H  0.709  2.909  -0.685
N  3.396  1.359  1.932
C  3.914  0.054  2.390
C  3.092  -1.096  1.827
O  3.520  -2.227  1.853
O  1.912  -0.739  1.400
H  3.758  1.563  1.002
H  3.727  2.096  2.542
H  3.823  0.005  3.478
H  4.963  -0.100  2.144
O  0.063  0.627  2.932
N  0.252  0.241  4.163
C  -0.411  -0.855  4.581
C  -0.241  -1.341  5.858
C  0.618  -0.690  6.728
C  1.257  0.457  6.294
C  1.062  0.925  5.004
S  1.806  2.417  4.439
H  -1.047  -1.300  3.833
H  -0.784  -2.227  6.153
H  0.771  -1.057  7.733
H  1.910  1.023  6.945
C  -6.230  -0.956  -2.782
C  -4.866  -0.774  -2.171
C  -3.958  0.134  -2.693
C  -2.685  0.319  -2.158
C  -1.826  1.382  -2.801
C  -2.316  -0.477  -1.067
Te  -0.380  -0.514  -0.198
N  0.686  0.114  -1.749
C  1.751  0.833  -1.504
O  2.183  1.331  -0.399
C  2.594  1.150  -2.699
C  3.957  0.883  -2.655
C  4.755  1.177  -3.750
C  4.199  1.758  -4.882
C  2.838  2.033  -4.922
C  2.033  1.719  -3.835
C  -0.039  -2.562  -0.471
C  0.370  -3.240  0.671
C  0.670  -4.589  0.600
C  0.563  -5.238  -0.620
C  0.144  -4.547  -1.747
C  -0.178  -3.191  -1.712
C  -0.703  -2.534  -2.964
C  -3.235  -1.353  -0.469
C  -2.938  -2.168  0.768
C  -4.493  -1.488  -1.040
H  -6.318  -0.422  -3.727
H  -7.008  -0.586  -2.113
H  -6.435  -2.011  -2.968
H  -4.247  0.739  -3.546
H  -2.469  2.094  -3.319
H  -1.131  0.954  -3.521
H  -1.231  1.930  -2.072
H  4.387  0.432  -1.769
H  5.814  0.954  -3.719
H  4.825  1.995  -5.732
H  2.402  2.484  -5.805
H  0.969  1.916  -3.866
H  0.502  -2.711  1.605
H  1.011  -5.115  1.481
H  0.816  -6.287  -0.701
H  0.058  -5.067  -2.693
H  -0.551  -3.193  -3.817
H  -0.214  -1.583  -3.163
H  -1.776  -2.347  -2.874
H  -2.279  -1.646  1.469
H  -2.467  -3.122  0.526
H  -3.864  -2.375  1.303
H  -5.203  -2.169  -0.582



(3)
# C25H45ClIrP2

C25H45ClIrP2 as an isolated structure (ωB97M-V/def2-TZVPD, OMol25).

Computed properties:
- highest occupied orbital energy (spin up / spin down) (eV) = -9.04 / -8.93
- multiplicity = 5
- gap between HOMO and LUMO (spin up / spin down) (eV) = 4.4 / 3.5
- LUMO energy (spin up / spin down) (Eh) = -0.1706 / -0.1984
- maximum force (eV Å⁻¹) = 9.0
- charge = +1
- energy relative to the best compared isomer or geometry (same formula, charge and spin) (eV) = 4.2380

Geometry (Å):
Ir  -2.137  -0.440  -0.064
C  3.723  1.153  -0.784
C  2.995  2.196  -0.144
C  3.804  0.786  1.490
C  4.216  0.279  0.225
C  3.055  1.972  1.259
C  3.956  1.007  -2.237
H  3.729  1.951  -2.752
H  3.303  0.225  -2.657
H  5.000  0.717  -2.454
C  5.014  -0.945  -0.004
H  4.680  -1.471  -0.908
H  4.932  -1.634  0.845
H  6.079  -0.699  -0.137
C  4.106  0.215  2.822
H  4.817  0.851  3.377
H  4.548  -0.784  2.720
H  3.190  0.129  3.429
C  2.434  2.836  2.282
H  3.112  3.638  2.616
H  2.159  2.249  3.164
H  1.529  3.313  1.888
C  2.219  3.264  -0.820
H  2.768  4.219  -0.868
H  1.284  3.453  -0.271
H  1.956  2.974  -1.849
C  -3.078  -1.970  -0.837
C  -2.317  -1.261  -1.876
C  -3.035  -0.251  -2.776
C  -3.134  1.204  -2.126
C  -2.957  1.219  -0.632
C  -3.853  0.372  0.216
C  -4.995  -0.418  -0.391
C  -4.602  -1.836  -0.922
H  -4.087  -0.574  -2.965
H  -4.101  1.648  -2.400
H  -2.402  -0.168  -3.689
H  -4.917  -1.943  -1.980
H  -2.750  -2.964  -0.551
H  -1.395  -1.738  -2.290
H  -5.170  -2.614  -0.378
H  -5.735  -0.560  0.399
H  -4.001  0.754  1.230
H  -5.481  0.131  -1.208
H  -2.397  1.917  -2.530
H  -2.709  2.141  -0.108
P  0.564  -1.696  -4.071
P  -0.258  -0.361  4.670
C  -1.203  -0.683  1.814
C  -1.307  0.223  3.012
H  -0.203  -0.590  1.362
H  -1.362  -1.765  2.058
H  -0.958  1.220  2.758
H  -2.387  0.388  3.187
C  -1.374  -1.746  5.323
H  -0.687  -2.600  5.507
H  -2.144  -2.120  4.625
H  -1.845  -1.436  6.276
C  -0.611  1.086  5.666
H  -1.597  1.005  6.131
H  -0.466  1.968  5.025
H  0.210  1.034  6.399
C  0.213  -3.511  -4.208
H  1.171  -3.857  -4.645
H  -0.645  -3.761  -4.838
H  0.114  -3.990  -3.213
C  0.157  -0.864  -5.656
H  1.063  -0.225  -5.688
H  -0.706  -0.181  -5.587
H  0.145  -1.560  -6.499
Cl  0.897  -1.479  -0.674
C  -0.203  -0.059  -0.883
H  0.233  0.730  -0.271
H  -0.164  0.288  -1.936



(4)
# C24H43AlBr2Cl4KMgN2O10PS

C24H43AlBr2Cl4KMgN2O10PS as an isolated structure (ωB97M-V/def2-TZVPD, OMol25).

Computed properties:
- highest occupied orbital energy (eV) = -11.09
- multiplicity = 1
- gap between HOMO and LUMO (eV) = 1.9
- LUMO energy (Eh) = -0.3378
- maximum force (eV Å⁻¹) = 9.1
- charge = +2

Geometry (Å):
C  -4.149  -2.360  -4.090
N  -3.467  -1.651  -2.974
C  -4.565  -0.975  -2.227
C  -2.826  -2.673  -2.123
O  -3.358  -3.749  -2.074
C  -1.510  -2.368  -1.330
C  -1.858  -2.394  0.185
C  -1.037  -3.393  1.145
O  -0.987  -3.064  2.550
P  -1.540  -1.399  2.593
C  -3.367  -1.843  2.857
C  -4.168  -0.855  3.776
C  -4.273  0.604  3.203
C  -4.532  0.752  1.786
C  -4.590  2.090  1.249
C  -4.365  3.206  2.165
C  -4.131  3.036  3.573
C  -4.074  1.691  4.122
O  -1.914  -1.149  0.870
H  -3.421  -3.111  -4.522
H  -4.472  -1.636  -4.895
H  -5.080  -2.863  -3.723
H  -4.204  -0.298  -1.420
H  -5.177  -0.342  -2.919
H  -5.276  -1.741  -1.814
H  -1.184  -1.337  -1.650
H  -0.737  -3.123  -1.631
H  -2.892  -2.827  0.214
H  -1.717  -4.291  1.161
H  -0.086  -3.829  0.756
H  -1.379  -1.274  4.028
H  -1.663  0.046  2.650
H  -0.130  -1.113  2.289
H  -3.958  -1.978  1.918
H  -3.380  -2.838  3.380
H  -5.230  -1.230  3.775
H  -3.832  -0.865  4.835
H  -4.669  -0.105  1.097
H  -4.767  2.246  0.161
H  -4.392  4.221  1.738
H  -3.951  3.879  4.265
H  -3.880  1.477  5.188
C  1.872  -2.464  5.373
N  1.171  -1.188  5.672
O  1.730  -0.152  5.356
O  0.086  -1.273  6.212
H  2.821  -2.236  4.896
H  2.028  -2.981  6.317
H  1.232  -3.040  4.708
C  -0.685  5.260  1.751
Cl  -0.510  6.388  3.095
Cl  -2.217  4.367  1.909
Cl  -0.671  6.185  0.206
Cl  0.659  4.112  1.754
K  -0.164  7.611  -1.473
O  1.109  -3.970  -3.589
C  0.890  -3.552  -4.775
C  -0.682  -2.981  -4.844
O  -0.957  -2.567  -6.070
H  0.959  -4.283  -5.599
H  1.503  -2.708  -5.145
H  -0.747  -2.231  -4.034
H  -1.305  -3.797  -4.442
C  4.112  1.659  1.673
C  5.613  1.368  1.609
C  6.101  1.766  0.212
S  4.998  3.079  -0.350
O  4.209  2.588  -1.492
O  5.701  4.344  -0.357
C  3.935  3.056  1.085
H  3.731  1.604  2.693
H  3.568  0.926  1.068
H  6.131  1.965  2.364
H  5.830  0.320  1.816
H  7.121  2.140  0.232
H  6.024  0.936  -0.488
H  2.913  3.271  0.785
H  4.293  3.820  1.777
Al  -0.464  0.470  -1.625
Br  9.408  4.552  -3.050
C  8.661  2.947  -3.858
C  7.174  3.089  -4.085
Br  6.140  2.887  -2.420
H  8.916  2.115  -3.205
H  9.189  2.833  -4.805
H  6.811  2.294  -4.735
H  6.899  4.054  -4.505
O  -2.690  -5.146  -5.489
H  -3.376  -4.760  -6.009
Mg  -2.883  -3.251  -6.254



(5)
# C4H8N2O

C4H8N2O as an isolated structure (ωB97M-V/def2-TZVPD, OMol25).

Computed properties:
- highest occupied orbital energy (eV) = -6.40
- multiplicity = 1
- gap between HOMO and LUMO (eV) = 7.0
- LUMO energy (Eh) = 0.0221
- maximum force (eV Å⁻¹) = 2.8
- energy relative to the best compared isomer or geometry (same formula, charge and spin) (eV) = 5.1898

Geometry (Å):
C  -1.210  0.581  -0.782
C  -1.846  1.204  0.413
C  1.117  -0.202  0.069
C  0.281  -1.352  0.210
N  2.367  -0.192  0.570
N  0.352  -2.532  -0.159
O  0.638  0.814  -0.534
H  2.790  -1.068  0.840
H  2.933  0.637  0.460
H  1.270  -2.818  -0.538
H  -1.143  1.219  -1.656
H  -1.513  -0.427  -1.031
H  -1.239  2.033  0.785
H  -1.974  0.483  1.220
H  -2.824  1.619  0.133



(6)
# C3H12NO2

A 2-piece molecular cluster, C3H12NO2 overall (ωB97M-V/def2-TZVPD, OMol25).

Computed properties:
- highest occupied orbital energy (spin up / spin down) (eV) = -19.55 / -19.53
- multiplicity = 2
- gap between HOMO and LUMO (spin up / spin down) (eV) = 11.7 / 4.9
- LUMO energy (spin up / spin down) (Eh) = -0.2874 / -0.5371
- maximum force (eV Å⁻¹) = 1.5
- charge = +2
- energy relative to the best compared isomer or geometry (same formula, charge and spin) (eV) = 1.3747

Geometry (Å):
O  -2.035  1.051  1.157
C  -1.716  0.895  -0.193
C  -0.138  0.939  -0.305
N  0.455  -0.445  -0.178
C  0.173  -1.364  -1.336
H  -2.826  0.541  1.470
H  -2.264  0.059  -0.623
H  -2.052  1.889  -0.613
H  0.216  1.550  0.504
H  0.159  1.343  -1.269
H  0.127  -0.843  0.692
H  1.477  -0.326  -0.098
H  -0.833  -1.289  -1.706
H  0.294  -2.393  -1.006
H  0.886  -1.147  -2.109
H  2.547  0.600  1.979
H  3.186  -0.749  1.915
O  2.344  -0.312  1.718



(7)
# C16H60N18O14

A 14-piece molecular cluster, C16H60N18O14 overall (ωB97M-V/def2-TZVPD, OMol25).

Computed properties:
- highest occupied orbital energy (eV) = -7.56
- multiplicity = 1
- gap between HOMO and LUMO (eV) = 6.5
- LUMO energy (Eh) = -0.0371
- maximum force (eV Å⁻¹) = 11.6
- energy relative to the best compared isomer or geometry (same formula, charge and spin) (eV) = 3.7175

Geometry (Å):
C  5.050  22.900  -5.240
C  5.531  21.480  -5.036
O  4.422  20.612  -4.980
H  4.585  23.012  -6.194
H  5.815  23.723  -5.328
H  4.410  23.284  -4.486
H  6.125  21.308  -4.089
H  6.227  21.123  -5.747
H  4.539  19.896  -5.556
C  1.920  25.124  -4.735
C  1.638  24.192  -3.449
O  1.185  24.757  -2.358
H  2.383  26.023  -4.391
H  0.976  25.290  -5.281
H  2.591  24.572  -5.438
H  2.524  23.717  -3.230
H  1.075  23.290  -3.747
H  1.698  25.508  -2.100
C  1.200  19.978  0.455
O  2.518  19.916  1.000
N  0.132  19.534  1.093
N  1.048  20.567  -0.719
H  0.367  18.826  1.793
H  -0.850  19.403  0.707
H  1.915  20.986  -1.120
H  0.431  20.236  -1.467
C  2.718  23.071  1.516
O  3.386  22.281  2.405
N  3.329  23.814  0.630
N  1.418  23.071  1.549
H  4.372  23.708  0.669
H  2.957  24.520  -0.037
H  0.885  22.395  2.138
H  0.839  23.408  0.790
C  -1.423  22.988  -0.134
O  -1.920  21.962  0.602
N  -0.318  22.912  -0.744
N  -1.959  24.161  -0.162
H  0.174  22.005  -0.709
H  -0.029  23.605  -1.501
H  -2.896  24.135  0.165
H  -1.621  24.892  -0.789
C  7.696  24.482  -2.933
O  7.402  23.100  -3.064
N  8.538  24.946  -2.130
N  7.108  25.344  -3.623
H  9.140  24.218  -1.770
H  8.999  25.901  -2.099
H  6.235  25.102  -4.038
H  7.386  26.320  -3.435
C  1.260  20.228  -4.408
O  1.848  19.539  -3.366
N  -0.081  20.164  -4.552
N  1.752  21.196  -5.147
H  -0.603  19.368  -4.018
H  -0.538  20.624  -5.461
H  2.828  21.320  -5.045
H  1.273  21.994  -5.732
C  7.301  19.639  -2.105
O  7.256  18.360  -2.447
N  6.516  20.026  -1.196
N  8.187  20.495  -2.458
H  5.864  19.276  -0.841
H  6.500  21.038  -0.872
H  8.800  20.126  -3.131
H  7.894  21.471  -2.428
C  6.632  23.626  0.488
O  7.132  22.660  -0.301
N  6.847  24.870  0.265
N  5.801  23.355  1.421
H  7.389  25.000  -0.590
H  6.207  25.568  0.570
H  5.577  22.392  1.595
H  5.557  24.119  2.150
C  4.210  17.241  -3.484
O  3.016  16.537  -3.733
N  4.257  18.510  -3.092
N  5.352  16.675  -3.349
H  3.383  19.007  -3.276
H  5.035  19.141  -3.226
H  5.562  15.974  -4.011
H  6.189  17.152  -3.064
C  5.028  17.559  0.292
O  5.157  17.708  1.691
N  4.321  18.386  -0.410
N  5.638  16.672  -0.401
H  3.687  18.952  0.066
H  4.201  18.313  -1.476
H  6.289  15.950  0.031
H  5.538  16.657  -1.450
C  4.491  25.390  -2.077
O  3.438  25.945  -1.499
H  4.223  25.205  -3.051
H  4.816  24.520  -1.531
H  5.248  26.056  -1.936
H  3.724  26.794  -1.242
C  7.089  20.560  2.062
O  5.674  20.410  1.774
H  7.300  21.409  2.685
H  7.603  20.679  1.118
H  7.432  19.556  2.606
H  5.546  19.489  1.562
C  4.012  21.521  -1.590
O  2.948  22.309  -1.363
H  4.909  22.028  -2.060
H  3.837  20.802  -2.374
H  4.291  21.161  -0.621
H  3.120  22.932  -0.675



(8)
# CH6N2S2

A 2-piece molecular cluster, CH6N2S2 overall (ωB97M-V/def2-TZVPD, OMol25).

Computed properties:
- highest occupied orbital energy (spin up / spin down) (eV) = -7.22 / -7.22
- multiplicity = 1
- gap between HOMO and LUMO (spin up / spin down) (eV) = 7.7 / 7.8
- LUMO energy (spin up / spin down) (Eh) = 0.0193 / 0.0193
- maximum force (eV Å⁻¹) = 2.7
- energy relative to the best compared isomer or geometry (same formula, charge and spin) (eV) = 3.1488

Geometry (Å):
C  1.601  -0.567  0.295
N  2.092  1.661  0.001
N  1.535  0.468  -0.479
S  0.813  -2.106  0.119
S  -1.955  0.042  -0.241
H  2.278  -0.398  1.107
H  -1.700  -0.389  0.953
H  2.033  2.325  -0.760
H  1.023  0.463  -1.448
H  0.169  -1.799  -1.006
H  -1.442  1.216  -0.159